Record 1
This record from the OMol25 dataset describes 6 unconnected molecules or ions with the total composition C5H25N3O5 in a non-equilibrium geometry. The level of theory is the ωB97M-V functional and the def2-TZVPD basis.

**F_max**: 0.0434 Eh/bohr
**DFT total energy**: -745.3983 Ha
**Spin multiplicity**: 1
**HOMO energy**: -16.7 eV
**Orbital gap**: 11.09 eV
**Net charge**: +2

Structure (XYZ):
```
38
C5H25N3O5 | the OMol25 dataset | the ωB97M-V functional and the def2-TZVPD basis
C -1.002 2.152 -2.467
C 0.048 1.540 -1.546
C -0.275 0.060 -1.247
C 0.757 -0.957 -0.748
N -0.501 -4.222 0.367
C 0.140 -3.063 0.311
N 0.051 -2.249 -0.713
N 0.200 2.392 -0.261
H -1.780 2.784 -1.994
H -0.504 2.783 -3.189
H -1.773 1.508 -2.932
H 1.007 1.762 -2.050
H -1.069 0.065 -0.481
H -0.593 -0.385 -2.228
H 1.248 -0.855 0.230
H 1.717 -0.875 -1.289
H -1.187 -4.396 -0.370
H -0.509 -4.838 1.166
H 0.750 -2.724 1.165
H -0.403 -2.498 -1.589
H 0.439 1.822 0.546
H -0.672 2.912 -0.031
H 0.929 3.087 -0.416
H -3.030 -2.995 -0.674
H -3.044 -3.621 -1.968
O -2.387 -3.253 -1.354
H 2.659 4.070 2.381
H 3.117 2.619 3.082
O 2.853 3.129 2.324
H -0.993 3.646 2.104
H -2.349 2.895 2.071
O -1.532 3.040 1.585
H 4.386 1.210 1.547
H 4.262 0.845 0.204
O 3.839 0.593 1.039
H -1.439 -2.460 3.175
H -2.011 -2.514 1.869
O -1.349 -3.009 2.378
```

Computed Mulliken charges, given in elementary charges: C -1.343; C 0.343; C -0.790; C -0.843; N -0.325; C 0.220; N -0.074; N -0.322; H 0.360; H 0.350; H 0.363; H 0.479; H 0.259; H 0.384; H 0.303; H 0.299; H 0.266; H 0.268; H 0.353; H 0.314; H 0.321; H 0.443; H 0.370; H 0.275; H 0.311; O -0.609; H 0.311; H 0.328; O -0.620; H 0.315; H 0.292; O -0.633; H 0.295; H 0.310; O -0.591; H 0.327; H 0.272; O -0.581

Record 2
This record from the OMol25 dataset describes 2 unconnected molecules or ions with the total composition BrF2NS in a non-equilibrium geometry. The level of theory is the ωB97M-V functional and the def2-TZVPD basis.

**F_max**: 0.0633 Eh/bohr
**DFT total energy**: -3226.4879 Ha
**Spin multiplicity**: 1
**HOMO energy (spin up / spin down)**: -9.4 / -9.4 eV
**Orbital gap (spin up / spin down)**: 8.35 / 8.24 eV

Structure (XYZ):
```
5
BrF2NS | the OMol25 dataset | the ωB97M-V functional and the def2-TZVPD basis
N 1.666 1.097 -0.801
F -0.805 0.239 1.153
F -1.685 -1.513 -0.307
S -1.490 0.119 -0.402
Br 2.315 0.059 0.357
```

Computed Mulliken charges, given in elementary charges: N -0.234; F -0.241; F -0.205; S 0.440; Br 0.239

Record 3
This record from the OMol25 dataset describes 2 unconnected molecules or ions with the total composition C11H15N in a non-equilibrium geometry. The level of theory is the ωB97M-V functional and the def2-TZVPD basis.

**F_max**: 0.0857 Eh/bohr
**DFT total energy**: -482.8121 Ha
**Spin multiplicity**: 1
**HOMO energy**: -7.6 eV
**Orbital gap**: 8.49 eV
**SMILES**: Cc1c[nH]c2ccccc12.CC

Structure (XYZ):
```
27
C11H15N | the OMol25 dataset | the ωB97M-V functional and the def2-TZVPD basis
C -0.172 -0.009 2.885
C 0.639 -0.128 1.622
C 1.815 -0.989 1.613
N 2.628 -0.745 0.531
C 2.014 0.231 -0.226
C 2.615 0.931 -1.322
C 1.730 1.693 -2.019
C 0.621 2.325 -1.403
C 0.129 1.838 -0.146
C 0.773 0.735 0.391
H -0.988 0.789 2.802
H 0.589 0.260 3.693
H -0.486 -1.028 3.115
H 1.794 -1.820 2.291
H 3.223 -1.352 -0.007
H 3.619 0.555 -1.672
H 1.927 2.200 -3.005
H -0.064 2.954 -1.950
H -0.692 2.196 0.416
C -3.127 -1.623 -1.445
C -2.259 -1.101 -0.377
H -2.509 -1.586 -2.476
H -3.650 -2.577 -1.281
H -4.070 -1.109 -1.728
H -1.160 -1.024 -0.691
H -2.254 -1.528 0.705
H -2.688 -0.087 -0.314
```

Computed Mulliken charges, given in elementary charges: C -1.341; C 0.660; C -0.644; N -0.169; C 0.026; C -0.652; C -0.435; C -0.601; C -0.137; C 0.254; H 0.283; H 0.346; H 0.360; H 0.390; H 0.292; H 0.298; H 0.304; H 0.349; H 0.416; C -0.981; C -0.287; H 0.215; H 0.291; H 0.279; H 0.052; H 0.228; H 0.205

Record 4
This record from the OMol25 dataset describes a molecular structure, C8H21NSi2 in a non-equilibrium geometry. The level of theory is the ωB97M-V functional and the def2-TZVPD basis.

**F_max**: 0.1167 Eh/bohr
**DFT total energy**: -950.9327 Ha
**Spin multiplicity**: 1
**HOMO energy (spin up / spin down)**: -8.5 / -9.3 eV
**Orbital gap (spin up / spin down)**: 7.59 / 8.90 eV

Structure (XYZ):
```
32
C8H21NSi2 | the OMol25 dataset | the ωB97M-V functional and the def2-TZVPD basis
C -0.753 -0.382 -0.120
C -1.697 -2.274 1.140
C -0.434 -2.716 -1.072
C -3.395 1.388 -0.081
C -0.890 2.923 -0.055
C 3.876 -0.777 0.614
C 2.884 1.878 -0.736
C -1.351 -1.720 -0.296
N 1.199 -0.575 -0.386
Si -1.594 1.199 0.477
Si 2.293 0.411 0.442
H -0.923 -2.429 1.786
H -2.281 -3.165 0.883
H -2.406 -1.586 1.531
H -0.438 -2.351 -2.035
H 0.424 -2.925 -0.418
H -0.969 -3.674 -0.908
H -3.451 1.102 -1.133
H -3.888 0.455 0.392
H -3.838 2.295 0.107
H -1.301 3.670 0.591
H 0.109 2.980 0.280
H -0.902 3.034 -1.155
H 3.350 -1.742 0.696
H 4.197 -0.769 -0.435
H 4.633 -0.566 1.285
H 3.553 1.584 -1.427
H 1.899 2.187 -1.110
H 3.192 2.658 -0.114
H -2.278 -1.757 -0.852
H -1.576 1.212 1.901
H 1.894 1.021 1.747
```

Computed Mulliken charges, given in elementary charges: C -0.226; C -1.446; C -1.528; C -1.024; C -0.997; C -1.086; C -1.070; C 0.812; N -0.236; Si 0.276; Si 0.237; H 0.365; H 0.421; H 0.402; H 0.451; H 0.312; H 0.423; H 0.323; H 0.230; H 0.381; H 0.369; H 0.260; H 0.276; H 0.266; H 0.300; H 0.372; H 0.440; H 0.234; H 0.333; H 0.379; H -0.155; H -0.094

Record 5
This record from the OMol25 dataset describes 2 unconnected molecules or ions with the total composition C5H14S2 in a non-equilibrium geometry. The level of theory is the ωB97M-V functional and the def2-TZVPD basis.

**F_max**: 0.0438 Eh/bohr
**DFT total energy**: -995.2685 Ha
**Spin multiplicity**: 2
**HOMO energy (spin up / spin down)**: -0.6 / -3.5 eV
**Orbital gap (spin up / spin down)**: 4.42 / 7.22 eV
**⟨S²⟩**: 0.754
**Net charge**: -1

Structure (XYZ):
```
21
C5H14S2 | the OMol25 dataset | the ωB97M-V functional and the def2-TZVPD basis
C -1.240 0.156 3.097
S -1.988 1.394 1.996
S -0.060 2.148 0.961
H -1.114 -0.807 2.592
H -1.878 0.010 3.967
H -0.244 0.493 3.397
H 0.129 3.225 1.730
C 2.290 -0.813 -0.719
C -1.377 0.000 -1.760
C -0.236 -0.749 -1.057
C 1.131 -0.292 -1.553
H 2.141 -0.639 0.348
H 3.247 -0.379 -1.014
H 2.405 -1.902 -0.828
H -2.271 -0.629 -1.795
H -1.100 0.196 -2.797
H -1.627 0.892 -1.191
H -0.380 -1.821 -1.244
H -0.267 -0.630 0.028
H 1.266 -0.650 -2.581
H 1.172 0.798 -1.576
```

Computed Mulliken charges, given in elementary charges: C -0.744; S -0.395; S -0.539; H 0.189; H 0.269; H 0.245; H 0.012; C -1.258; C -1.090; C -0.056; C -0.337; H 0.276; H 0.350; H 0.313; H 0.330; H 0.314; H 0.212; H 0.377; H -0.089; H 0.322; H 0.298

Record 6
This record from the OMol25 dataset describes a molecular structure, C6H8O6Pd in a non-equilibrium geometry. The level of theory is the ωB97M-V functional and the def2-TZVPD basis.

**F_max**: 0.1505 Eh/bohr
**DFT total energy**: -812.5409 Ha
**Spin multiplicity**: 3
**HOMO energy (spin up / spin down)**: -8.5 / -9.1 eV
**Orbital gap (spin up / spin down)**: 8.58 / 8.27 eV
**⟨S²⟩**: 2.007

Structure (XYZ):
```
21
C6H8O6Pd | the OMol25 dataset | the ωB97M-V functional and the def2-TZVPD basis
O 2.369 0.889 0.923
C -0.096 -1.837 0.687
C 2.872 -0.101 0.108
O -0.588 -2.779 1.260
O 1.169 -1.893 0.319
C 1.850 -0.990 -0.587
H 3.554 -0.768 0.674
H 3.471 0.326 -0.725
H 2.360 -1.651 -1.299
H 1.109 -0.407 -1.148
H -2.083 2.480 -1.058
O -0.494 0.207 1.778
O -0.464 1.207 -0.585
C -1.783 1.423 -0.973
C -2.674 0.736 0.052
O -2.042 -0.537 0.308
C -0.785 -0.456 0.735
H -1.914 0.918 -1.948
H -3.663 0.502 -0.354
H -2.763 1.303 0.987
Pd 0.596 1.429 0.846
```

Computed Mulliken charges, given in elementary charges: O -0.859; C 0.300; C -0.193; O -0.528; O -0.313; C -0.466; H 0.303; H 0.286; H 0.349; H 0.295; H 0.312; O -0.723; O -0.762; C -0.461; C -0.438; O -0.348; C 1.442; H 0.287; H 0.343; H 0.270; Pd 0.904

Record 7
This record from the OMol25 dataset describes a molecular structure, C15H41B2LiN2O in a non-equilibrium geometry. The level of theory is the ωB97M-V functional and the def2-TZVPD basis.

**F_max**: 0.0934 Eh/bohr
**DFT total energy**: -837.6464 Ha
**Spin multiplicity**: 2
**HOMO energy (spin up / spin down)**: 4.8 / 2.1 eV
**Orbital gap (spin up / spin down)**: 1.63 / 4.70 eV
**⟨S²⟩**: 0.751
**Net charge**: -3

Structure (XYZ):
```
62
C15H41B2LiN2O | the OMol25 dataset | the ωB97M-V functional and the def2-TZVPD basis
Li -0.513 0.338 -1.210
B -1.795 1.747 -2.511
H -1.439 1.173 -3.354
H -0.932 2.038 -1.932
H -2.352 2.615 -2.826
H -2.416 1.085 -1.927
B 1.341 2.122 -4.193
H 0.786 1.968 -5.105
H 1.464 3.190 -4.095
H 0.801 1.774 -3.326
H 2.246 1.557 -4.354
C 0.774 2.858 3.025
C 1.208 1.451 2.616
C 1.451 0.694 3.979
C 0.067 0.215 4.630
C -0.684 -0.607 3.684
C -1.084 0.099 2.431
N 0.129 0.704 1.790
O -0.047 1.285 0.517
C -2.223 1.172 2.773
C -1.681 -0.958 1.512
C 2.574 1.366 1.881
H 1.622 3.354 3.498
H -0.065 2.712 3.705
H 0.463 3.508 2.207
H 2.166 1.198 4.628
H 1.933 -0.271 3.825
H -0.484 1.061 5.042
H 0.509 -0.231 5.520
H -1.546 -0.892 4.287
H -0.216 -1.568 3.468
H -1.928 2.111 3.241
H -2.959 0.794 3.483
H -2.740 1.429 1.848
H -0.974 -1.480 0.866
H -2.511 -0.485 0.988
H -2.243 -1.637 2.153
H 3.243 2.016 2.446
H 2.544 1.756 0.864
H 3.021 0.373 1.855
C -2.503 -2.109 -1.733
C -1.322 -1.907 -2.582
N -0.088 -1.540 -1.879
C 0.668 -2.662 -1.283
C 1.682 -1.948 -0.428
C 0.759 -0.948 -2.879
C 1.294 -1.743 -4.036
H -3.162 -2.675 -2.391
H -3.001 -1.224 -1.335
H -2.347 -2.710 -0.837
H -1.073 -2.697 -3.290
H -1.595 -1.056 -3.207
H 0.061 -3.337 -0.679
H 1.033 -3.338 -2.056
H 2.587 -1.531 -0.871
H 1.326 -1.243 0.323
H 2.181 -2.675 0.212
H 1.556 -0.388 -2.389
H 0.221 -0.185 -3.440
H 1.518 -1.035 -4.834
H 0.489 -2.355 -4.442
H 2.204 -2.321 -3.873
```

Computed Mulliken charges, given in elementary charges: Li -1.821; B 0.365; H -0.263; H -0.265; H -0.315; H -0.416; B 0.915; H -0.322; H -0.326; H -0.491; H -0.327; C -1.840; C 2.041; C -1.817; C -0.496; C -2.273; C 3.171; N 0.551; O -1.268; C -1.971; C -1.589; C -2.001; H 0.496; H 0.302; H 0.281; H 0.420; H 0.381; H 0.351; H 0.572; H 0.617; H 0.225; H 0.260; H 0.423; H 0.283; H 0.151; H 0.273; H 0.260; H 0.569; H 0.322; H 0.332; C -1.157; C -0.783; N 1.228; C -0.949; C -0.570; C 0.010; C -1.842; H 0.567; H 0.104; H 0.247; H 0.317; H 0.557; H 0.442; H 0.534; H 0.266; H 0.033; H 0.525; H 0.496; H 0.101; H 0.501; H 0.333; H 0.278